(1)
A single C5H11NO2 molecule, computed with the ωB97M-V functional and the def2-TZVPD basis.

The geometry in XYZ format:
```
19
Properties=species:S:1:pos:R:3:forces:R:3
C 0.303290 2.806088 0.382639 0.05 1.61 -2.27
N 1.188530 1.704444 0.573860 -0.18 0.12 0.40
C 0.856738 0.386138 0.520151 2.19 -0.77 1.77
O 1.752432 -0.456036 0.425984 -0.38 0.36 -0.30
C -0.520873 -0.072970 0.769364 -1.27 0.24 -1.55
C -1.121775 -0.208964 -0.662568 -1.82 -1.14 0.48
C -0.853041 -1.566982 -1.319062 1.47 -0.79 0.03
O -1.191508 -2.667161 -0.445222 -0.76 0.77 -0.77
H 0.199145 3.041977 -0.703344 -0.50 -0.84 0.12
H -0.701278 2.694700 0.776101 0.15 0.02 0.42
H 0.755198 3.795019 0.560665 -0.02 -0.59 1.35
H 2.166217 1.897746 0.722435 0.00 -0.19 -0.35
H -0.525813 -1.056315 1.216653 0.28 0.01 0.30
H -1.160251 0.573156 1.378229 0.33 0.13 -0.14
H -0.835378 0.646168 -1.273055 -0.18 -0.11 -0.24
H -2.219776 -0.290610 -0.554323 0.26 0.82 -0.03
H 0.209934 -1.714980 -1.521453 0.16 0.40 -0.23
H -1.354696 -1.736350 -2.280673 -0.26 0.35 0.45
H -0.463621 -2.689881 0.161583 0.50 -0.40 0.59
```
Positions in Å, forces in eV/Å.

The structure (SMILES) is CNC(=O)CCCO. As for the spin multiplicity: 1. As for the gap between HOMO and LUMO: 10.3 eV. The value obtained for the max |F| is 2.92 eV/Å. As for the HOMO energy: -9.59 eV.

(2)
2 unconnected molecules or ions with the total composition C4H10O, computed with the ωB97M-V functional and the def2-TZVPD basis.

The geometry in XYZ format:
```
15
Properties=species:S:1:pos:R:3:forces:R:3
C 2.478705 -0.437055 -4.649727 -0.64 -1.28 -0.32
C 2.678797 -0.564537 -5.960093 1.01 1.97 0.03
H 2.711907 0.474933 -4.125923 1.02 -0.22 0.26
H 2.057282 -1.260792 -4.083334 -0.91 0.44 0.08
H 3.465446 0.100397 -6.323873 -0.64 0.47 -0.45
H 2.122960 -1.023492 -6.757788 0.16 -1.39 0.41
C -2.192790 -0.249241 3.035747 -1.18 -0.23 0.53
C -1.273382 0.366652 4.054364 0.78 -1.67 0.68
O -0.961863 1.691867 3.817207 0.13 1.20 -0.36
H -1.970797 0.138245 2.047453 0.03 -0.20 -0.22
H -3.238273 -0.055772 3.294580 -0.05 0.56 -0.25
H -2.207562 -1.339893 3.066133 0.62 -0.02 -0.21
H -1.602074 0.219593 5.088595 -0.53 0.08 -0.03
H -0.335673 -0.195575 4.045294 0.23 0.20 -0.22
H -1.732683 2.134671 3.451366 -0.03 0.08 0.08
```
Positions in Å, forces in eV/Å.

The structure (SMILES) is C=C.CCO. As for the spin multiplicity: 1. As for the gap between HOMO and LUMO: 10.6 eV. The value obtained for the max |F| is 2.22 eV/Å. As for the HOMO energy: -9.55 eV.

(3)
2 unconnected molecules or ions with the total composition ClH6NSi2, computed with the ωB97M-V functional and the def2-TZVPD basis.

The geometry in XYZ format:
```
10
Properties=species:S:1:pos:R:3:forces:R:3
N -1.652848 0.336990 1.035040 0.07 -1.04 1.93
Si -1.167851 -0.195046 -0.498819 1.14 1.89 -0.78
Si 2.821033 -0.843600 -0.381667 0.09 -0.55 0.07
Cl 4.419666 0.335875 0.220894 0.00 0.17 -0.01
H -1.683271 -0.250400 1.859293 -0.13 -0.34 -0.36
H -1.531797 1.244464 1.406500 0.34 1.10 -0.25
H -0.057471 0.933890 -0.961254 -1.78 -1.51 0.14
H -0.599897 -1.537562 -0.688604 0.34 -0.14 0.43
H -2.459016 -0.277632 -1.144340 -0.24 0.11 -1.13
H 1.911454 0.253018 -0.847041 0.17 0.32 -0.03
```
Positions in Å, forces in eV/Å.

As for the spin multiplicity: 1. As for the gap between HOMO and LUMO: 7.9 eV. The value obtained for the max |F| is 2.34 eV/Å. As for the HOMO energy: -8.86 eV.

(4)
A molecular structure, C23H38CeCl2N3O4, computed with the ωB97M-V functional and the def2-TZVPD basis.

The geometry in XYZ format:
```
71
Properties=species:S:1:pos:R:3:forces:R:3
O 0.573379 2.019532 -2.726188 1.41 0.84 -3.41
C 0.848032 1.912403 -3.941349 -0.57 -0.58 2.25
C 1.520719 2.897459 -4.794266 0.20 0.15 -0.62
C 2.135791 4.094528 -4.381816 0.08 -0.24 -0.53
H 2.120132 4.365013 -3.323590 0.03 0.00 -0.37
C 2.768895 4.882850 -5.356113 -0.25 0.03 -0.10
H 3.273128 5.804046 -5.080645 -0.18 -0.08 0.15
C 2.753599 4.539057 -6.720551 -0.40 -0.60 0.24
H 3.128266 5.215600 -7.499911 0.10 -0.30 0.58
C 2.195894 3.310326 -7.106679 -0.04 0.48 0.25
H 2.229674 2.990723 -8.146015 -0.07 0.10 0.20
C 1.578430 2.514638 -6.147860 0.30 0.02 0.12
H 1.155910 1.551021 -6.431096 0.02 0.23 0.03
H 0.612346 0.938142 -4.426945 -0.07 0.48 0.15
C -2.826255 1.392612 -2.975998 -1.18 0.58 0.41
C -2.400389 0.413835 -1.958355 2.13 -0.25 -0.27
H -3.917558 1.390396 -3.138659 -0.04 0.31 -0.24
H -2.351784 1.161071 -3.941871 0.01 0.00 0.26
H -2.502795 2.404278 -2.672437 -0.21 -0.20 -0.30
C -2.986306 -0.626467 -1.395050 -0.97 -0.03 0.17
C -4.456699 -0.917559 -1.171414 -0.13 -0.24 -0.49
H -2.350691 -1.428783 -1.013032 0.13 0.17 0.68
H -5.102019 -0.453109 -1.924631 0.03 -0.01 0.07
H -4.797046 -0.565203 -0.187435 0.11 -0.03 -0.08
H -4.619891 -1.999961 -1.196884 -0.21 0.01 -0.01
Ce -0.113858 0.644366 -0.904029 -1.46 -1.50 -0.65
Cl -0.554613 3.093229 -0.282960 -0.38 1.61 0.83
Cl 0.313354 -1.076420 -2.876724 0.74 -0.79 -1.05
C -2.201176 0.922753 1.868018 1.55 -0.96 -1.73
O -1.407577 0.242284 1.158734 -1.55 1.13 2.28
N -2.746730 0.499874 3.003482 -0.19 -0.32 0.61
C -2.398874 -0.770640 3.644939 -0.25 0.17 -0.05
C -3.785205 1.285496 3.670403 0.37 -0.06 -0.07
H -2.476823 1.948187 1.576012 0.00 -0.25 -0.10
H -1.693256 -1.341075 3.032501 -0.26 0.28 0.03
H -3.322937 -1.346659 3.800199 0.30 0.02 -0.12
H -1.961361 -0.575863 4.636489 -0.07 -0.02 -0.27
H -4.035872 2.138893 3.028507 -0.06 -0.24 0.30
H -3.421750 1.645107 4.645506 -0.17 -0.06 -0.25
H -4.666024 0.646877 3.830085 0.16 0.30 -0.09
H -0.207810 -5.594028 0.901845 -0.08 0.22 -0.10
H 1.990134 -5.720913 -0.509480 0.00 0.07 -0.16
C -0.540757 -4.851802 0.162084 -0.03 -0.03 -0.11
C 1.535594 -4.947542 -1.139184 0.02 -0.12 0.15
N 0.625045 -4.134688 -0.343417 -0.07 -0.36 -0.13
H -1.280159 -4.181044 0.612496 0.33 -0.02 -0.24
C 0.765670 -2.813993 -0.395536 -1.94 2.28 0.35
O -0.091293 -1.944339 -0.037727 1.85 -2.49 0.15
H 2.311635 -4.302510 -1.561740 -0.14 -0.26 0.02
H 1.730303 -2.503437 -0.812993 -0.15 0.07 -0.05
H -0.993808 -5.407594 -0.672383 -0.06 0.24 0.25
H 0.972229 -5.433144 -1.951827 0.26 0.18 0.18
O 1.520904 0.328807 0.757469 1.51 -0.65 2.45
C 1.831578 -0.122029 1.896741 -0.50 0.01 -1.44
C 3.053237 0.344753 2.623842 0.14 0.49 -0.15
C 2.763851 1.173293 3.874822 0.05 0.16 0.69
C 2.442354 0.309910 5.103156 0.06 0.21 0.00
C 1.263082 -0.632743 4.904921 0.03 0.07 0.43
C 1.458027 -1.646139 3.787795 -0.11 -0.15 -0.12
N 1.124059 -1.092843 2.479454 0.06 -0.44 -0.07
H 3.638402 -0.536418 2.918885 0.07 0.20 -0.18
H 3.619883 0.941677 1.909147 0.02 -0.13 0.03
H 3.664294 1.752077 4.116121 -0.17 -0.04 -0.12
H 1.958113 1.905211 3.722993 0.15 -0.20 -0.24
H 3.339532 -0.282931 5.345983 -0.22 0.15 0.09
H 2.218144 0.971125 5.955999 0.24 -0.23 -0.20
H 1.074468 -1.170538 5.842909 0.07 0.06 -0.12
H 0.364809 -0.041393 4.698456 0.00 -0.12 -0.06
H 2.490681 -2.038683 3.777010 -0.35 0.04 0.15
H 0.788329 -2.492071 3.966833 0.10 0.07 -0.20
H 0.459390 -1.598878 1.892952 -0.08 0.55 -0.08
```
Positions in Å, forces in eV/Å.

As for the spin multiplicity: 2. As for the gap between HOMO and LUMO (alpha / beta): 5.0 / 5.0 eV. The value obtained for the max |F| is 3.78 eV/Å. As for the HOMO energy (alpha / beta): -5.00 / -4.98 eV.

(5)
2 unconnected molecules or ions with the total composition C21H19N3O, computed with the ωB97M-V functional and the def2-TZVPD basis.

The geometry in XYZ format:
```
44
Properties=species:S:1:pos:R:3:forces:R:3
N -0.568700 -1.617472 -1.517837 0.16 -0.43 0.15
C 0.311767 -2.029962 -2.493859 -2.86 -0.04 -1.06
N -0.321965 -2.323385 -3.663340 0.91 0.16 0.87
C -1.658575 -2.084480 -3.442472 0.96 0.15 0.51
C -2.662670 -2.170274 -4.524940 0.60 -0.28 0.62
O -2.533785 -2.740204 -5.596274 -0.34 0.66 0.77
C -1.803100 -1.660211 -2.088408 0.66 -0.18 -1.44
H 1.386910 -2.107018 -2.342045 -0.31 0.04 -0.06
H -3.591424 -1.615121 -4.227816 -0.04 -0.33 -0.43
H -2.733218 -1.398077 -1.590127 0.30 0.03 0.17
C 0.957893 5.314629 1.659886 0.18 0.27 0.43
N 0.869065 3.920614 1.268207 0.55 -0.77 0.66
C 1.757871 2.951156 1.634782 -0.58 -0.05 -1.21
C 1.369919 1.715488 1.045933 -0.19 0.62 -0.23
C 2.033694 0.476589 1.061613 0.06 -0.05 1.35
C 1.469011 -0.808096 1.265167 0.14 -0.26 -0.34
C 0.080228 -1.066315 1.462496 0.05 -0.09 -0.08
C -0.350134 -2.356142 1.702025 -0.18 0.36 0.20
C 0.539633 -3.427992 1.792730 0.19 0.22 -0.03
C -0.012348 -4.782296 2.105643 -0.02 -0.26 0.04
C 1.915738 -3.190656 1.624917 0.21 0.13 0.03
C 2.373216 -1.912459 1.376346 -0.09 0.29 -0.23
C 0.175618 2.013132 0.272458 -0.50 0.77 0.30
C -0.527093 1.263696 -0.653932 -0.32 0.18 -0.23
C -1.494632 1.886685 -1.450137 0.47 -0.14 0.35
C -1.761643 3.256130 -1.295424 0.20 0.07 0.59
C -1.104478 4.016645 -0.312302 -0.34 -0.22 -0.42
C -0.120840 3.381026 0.440569 0.48 -0.45 -0.48
H 0.209579 5.904146 1.122596 0.25 -0.22 0.09
H 0.784918 5.425805 2.738690 -0.05 -0.03 -0.27
H 1.960553 5.700198 1.437941 -0.29 -0.05 -0.05
H 2.595436 3.163612 2.294482 -0.25 0.02 -0.19
H 3.127292 0.517199 1.062005 -0.20 -0.10 0.24
H -0.640504 -0.247065 1.450369 0.28 -0.30 -0.08
H -1.411018 -2.567593 1.847800 0.27 0.21 -0.10
H 0.761674 -5.552210 2.159949 -0.09 0.15 -0.06
H -0.540497 -4.759757 3.068097 0.12 0.02 -0.17
H -0.751941 -5.075023 1.350210 0.17 0.06 0.07
H 2.624555 -4.015766 1.710080 -0.22 0.22 -0.03
H 3.442766 -1.689315 1.276435 -0.42 -0.30 -0.02
H -0.280463 0.212438 -0.728986 -0.34 -0.18 -0.56
H -2.029902 1.303554 -2.201359 0.22 0.12 0.23
H -2.493314 3.715643 -1.958177 0.12 0.03 0.31
H -1.355091 5.058506 -0.143991 0.08 -0.06 -0.22
```
Positions in Å, forces in eV/Å.

As for the spin multiplicity: 1. As for the gap between HOMO and LUMO: 3.9 eV. The value obtained for the max |F| is 3.05 eV/Å. As for the HOMO energy: -6.52 eV.

(6)
4 unconnected molecules or ions with the total composition C5H15NO2, computed with the ωB97M-V functional and the def2-TZVPD basis.

The geometry in XYZ format:
```
23
Properties=species:S:1:pos:R:3:forces:R:3
C -0.808580 0.295902 -0.065640 -0.33 -1.02 0.60
N 1.123586 1.235581 -1.167139 0.69 -0.32 0.04
C 0.701480 0.290712 -0.159729 0.23 1.22 0.24
C 1.639304 -2.581334 0.804290 -0.27 -0.94 -1.19
C 0.431669 -3.336821 0.730305 0.05 -0.73 0.74
C -0.858524 -2.957849 0.830437 0.26 -0.62 -2.12
H -1.171140 -0.229669 0.828946 0.28 0.32 0.15
H -1.269506 -0.271547 -0.874632 0.02 0.45 -0.46
H -1.187086 1.308527 -0.009622 -0.01 0.11 -0.26
H 0.865483 2.204409 -0.810726 -0.92 0.30 -0.14
H 1.136035 -0.688999 -0.439956 -0.33 -0.26 0.05
H 1.145591 0.534432 0.816672 -0.11 -0.09 0.05
H 2.182858 -2.868846 1.697021 0.43 0.44 0.00
H 2.145273 -2.073134 0.000061 -0.07 0.35 0.18
H 0.647918 -4.403639 0.885768 0.04 0.23 1.20
H -1.227333 -2.166654 0.197814 -0.08 1.03 1.13
H -1.555900 -3.684622 1.214984 -0.19 -0.13 -0.23
H 0.387801 4.205854 0.083777 0.06 -0.04 -0.02
H 2.139333 1.247587 -1.232857 -0.03 -0.14 0.01
O -0.030779 3.348238 -0.042297 0.50 -0.06 0.25
H -1.444256 3.401578 -0.666915 -0.19 -0.15 -0.47
H -2.691200 4.010421 -1.450845 0.06 0.04 0.05
O -2.302029 3.179873 -1.169716 -0.10 0.01 0.19
```
Positions in Å, forces in eV/Å.

As for the spin multiplicity: 1. As for the gap between HOMO and LUMO: 3.0 eV. The value obtained for the max |F| is 2.23 eV/Å. As for the HOMO energy: -7.39 eV.

(7)
2 unconnected molecules or ions with the total composition C2H2N2O, computed with the ωB97M-V functional and the def2-TZVPD basis.

The geometry in XYZ format:
```
7
Properties=species:S:1:pos:R:3:forces:R:3
C 1.107593 -0.446760 0.478249 0.40 -0.32 1.11
C 0.626192 -0.182613 -0.687275 -0.48 0.25 -1.44
O 0.180090 0.039178 -1.736887 0.20 -0.04 0.35
H 0.708523 -1.260715 1.050251 -0.23 -0.25 0.02
H 1.914800 0.108960 0.907045 0.23 0.32 -0.07
N -2.095715 1.121338 0.451547 -0.46 -0.60 -1.12
N -2.441484 0.620614 -0.462930 0.34 0.64 1.16
```
Positions in Å, forces in eV/Å.

The structure (SMILES) is C=C=O.N#N. As for the spin multiplicity: 1. As for the gap between HOMO and LUMO: 10.5 eV. The value obtained for the max |F| is 1.54 eV/Å. As for the HOMO energy: -9.50 eV.

(8)
A molecular structure, C11H10HgN2O4, computed with the ωB97M-V functional and the def2-TZVPD basis.

The geometry in XYZ format:
```
28
Properties=species:S:1:pos:R:3:forces:R:3
Hg 0.413934 1.222898 -1.130064 -0.14 -1.86 1.04
C 0.410324 2.425216 0.822334 -0.08 4.79 8.16
O 0.380228 2.982905 1.858721 0.14 -3.23 -5.70
C 0.393753 3.322674 -1.955421 -0.07 6.72 -2.65
O 0.384240 4.377524 -2.417180 0.04 -4.01 1.70
C -1.753049 1.382900 -1.093406 -6.16 0.61 0.10
O -2.885481 1.376083 -0.999444 2.49 -0.16 -0.21
C 2.541852 1.344268 -1.028245 3.01 0.10 0.43
O 3.651331 1.398157 -1.002869 0.39 -0.01 -0.06
C 0.393575 -0.374153 -2.675472 -0.08 0.64 -2.32
H 1.346086 -0.893525 -2.459008 -0.71 0.20 -0.36
H -0.558437 -0.893705 -2.458816 0.72 0.19 -0.26
C 0.391327 0.851735 -3.379013 0.11 -2.25 -0.49
H -0.559802 1.316908 -3.700815 0.68 -0.40 0.03
H 1.340511 1.322330 -3.703237 -0.71 -0.43 0.01
N -0.670299 -3.081269 3.339377 0.00 0.37 -0.40
C -0.541115 -2.126012 2.403179 -0.10 -1.08 1.00
C 0.504039 -2.221906 1.478724 0.84 0.59 -1.09
C 0.655703 -1.226542 0.548971 -1.44 -0.77 1.74
N -0.264394 -0.269973 0.612964 1.06 3.50 -3.31
C -1.266227 -0.051988 1.450986 0.91 -2.39 0.75
C -1.434524 -1.050397 2.382634 -0.29 1.27 -0.51
H -0.043816 -3.845661 3.403739 0.52 -0.52 -0.08
H -1.381049 -3.050385 4.027043 -0.62 0.14 0.49
H 1.222875 -2.997189 1.443626 0.35 -0.98 0.49
H 1.446014 -1.159215 -0.214549 -0.44 -0.37 0.61
H -1.885920 0.844654 1.380634 0.19 -0.31 0.02
H -2.231680 -0.926327 3.064616 -0.61 -0.35 0.89
```
Positions in Å, forces in eV/Å.

As for the spin multiplicity: 1. The total charge is +2. As for the gap between HOMO and LUMO: 7.4 eV. The value obtained for the max |F| is 9.47 eV/Å. As for the HOMO energy: -15.07 eV.

Relative energy (zero: lowest compared OMol25 entry of this formula, charge and spin) readings, ordered: 31.5; 52.7; 58.3; 0.0; 101.1; 206.2; 0.1; 24.5 kcal/mol